Here is a 2-piece molecular cluster, C4H6O3S2 overall in a non-equilibrium geometry from the OMol25 dataset. Energies are from ωB97M-V/def2-TZVPD.

Properties
Kohn-Sham gap   9.47 eV
HOMO level   -0.3520 Ha
F_max   3.4 eV/Å

Each line ends with the natural charge from an NBO analysis.
Element x y z (Å)
C -1.294 2.079 -1.088  -0.14
C -1.417 0.996 -0.573  -0.36
C 3.070 0.634 0.731  -0.73
C -1.101 -1.804 -0.435  -0.83
O 1.196 -0.172 -0.719  -0.97
O -0.390 -0.191 1.534  -0.94
O -2.751 -0.370 1.135  -0.91
S 1.515 0.856 0.281  1.25
S -1.436 -0.363 0.586  2.19
H -1.454 3.022 -1.555  0.25
H 3.887 0.187 0.256  0.23
H 3.302 1.234 1.598  0.21
H -0.191 -1.669 -0.974  0.29
H -1.008 -2.577 0.277  0.25
H -1.926 -1.862 -1.051  0.23

---

Here is one molecule with the formula C4H5NO from the OMol25 dataset. Energies are from ωB97M-V/def2-TZVPD.

Properties
Kohn-Sham gap   10.31 eV
HOMO level   -0.3635 Ha
F_max   0.7 eV/Å

Each line ends with the natural charge from an NBO analysis.
Element x y z (Å)
N 1.153 0.138 0.864  -0.70
C 0.033 0.041 1.454  0.42
O -1.119 0.192 0.803  -0.47
C -0.960 0.446 -0.597  -0.10
C -0.372 -0.743 -1.311  -0.64
C 0.838 -1.230 -1.144  0.24
H 1.930 -0.005 1.502  0.37
H -0.147 -0.177 2.509  0.17
H -0.295 1.305 -0.718  0.21
H -1.959 0.691 -0.954  0.21
H -0.984 -1.322 -2.008  0.28

---

Here is C6H74NO31 as an isolated structure in a non-equilibrium geometry from the OMol25 dataset. Energies are from ωB97M-V/def2-TZVPD.

Properties
Charge   +1
Kohn-Sham gap   8.73 eV
HOMO level   -0.4202 Ha
F_max   12.2 eV/Å

Each line ends with the Mulliken charge.
Element x y z (Å)
C -1.078 3.893 1.621  -0.20
O -1.326 2.502 1.275  0.98
C -0.340 1.973 0.385  -0.59
C -1.049 0.582 0.288  0.61
N -0.333 -0.341 -0.595  1.49
H -0.893 -1.281 -0.662  0.41
H -0.463 0.025 -1.484  -0.05
C 1.154 -0.607 -0.364  -0.95
C 1.566 -1.852 -1.144  0.96
O 0.726 -2.958 -0.831  -0.29
C 0.715 -4.015 -1.659  0.01
H -1.923 4.330 2.251  -0.74
H -1.008 4.439 0.665  0.38
H 0.031 3.739 2.253  -0.23
H 0.643 2.086 0.840  0.37
H -0.207 2.435 -0.591  0.04
H -2.158 0.716 -0.147  -0.25
H -0.970 -0.147 1.213  -0.50
H 1.266 -0.603 0.673  -0.13
H 1.799 0.269 -0.569  0.45
H 2.728 -1.954 -0.908  -0.08
H 1.438 -1.755 -2.192  -0.10
H 1.638 -4.590 -1.993  -0.02
H 0.484 -3.753 -2.745  0.30
H -0.075 -4.806 -1.531  -0.24
O 5.454 -2.413 -0.623  -0.66
H 5.279 -2.829 -1.567  0.31
H 5.415 -3.308 -0.228  0.33
O -2.181 -1.544 -1.180  -0.74
H -2.945 -1.095 -1.430  0.43
H -2.233 -1.458 -0.156  0.32
O -1.810 -3.518 -3.483  -0.50
H -2.534 -3.624 -4.142  0.41
H -2.139 -3.103 -2.767  0.24
O 1.143 -0.054 -4.114  -0.74
H 0.586 -0.895 -4.232  0.27
H 2.052 -0.501 -4.305  0.39
O 0.126 -0.789 2.967  -0.70
H 0.611 -1.403 3.522  0.33
H -0.483 -0.331 3.661  0.22
O -4.197 0.281 -1.930  -0.72
H -4.608 0.807 -1.165  0.31
H -3.878 0.894 -2.760  0.35
O 2.703 0.290 3.186  -0.62
H 2.821 0.397 4.091  0.30
H 1.841 0.045 2.972  0.36
O -0.236 -6.698 -1.072  -0.70
H 0.240 -6.556 -1.916  0.38
H -1.098 -6.425 -1.314  0.37
O -3.730 2.398 3.199  -0.70
H -3.840 2.820 2.268  0.35
H -2.893 1.972 3.424  0.31
O 4.209 -0.188 0.470  -0.64
H 4.471 -0.377 1.513  0.28
H 4.660 -0.984 -0.090  0.36
O 3.314 -5.167 -0.082  -0.58
H 3.464 -5.522 -0.944  0.28
H 2.575 -5.597 0.324  0.28
O -1.276 -5.934 1.537  -0.62
H -1.858 -5.345 1.944  0.28
H -1.154 -5.811 0.566  0.34
O 0.473 3.229 5.143  -0.96
H 0.912 2.771 6.025  0.37
H 1.350 3.076 4.601  0.42
O 4.350 -3.003 -3.215  -0.62
H 4.330 -2.072 -3.653  0.36
H 3.577 -3.117 -3.687  0.21
O -1.266 1.815 3.961  -0.41
H -1.179 1.400 4.873  0.25
H -0.683 2.672 3.974  0.31
O -3.258 4.348 -1.144  -0.62
H -2.407 4.503 -1.607  0.34
H -3.454 5.040 -0.531  0.38
O 2.556 2.736 3.386  -0.70
H 2.664 1.760 3.321  0.43
H 3.418 3.136 3.474  0.28
O -0.731 1.539 -2.857  -0.53
H -0.159 2.313 -2.851  0.32
H -0.179 0.846 -3.212  0.21
O 1.544 -6.516 -3.241  -0.53
H 2.326 -6.773 -3.185  0.10
H 1.234 -7.268 -3.765  0.38
O -3.934 5.799 1.129  -0.58
H -4.792 5.880 0.842  0.26
H -3.514 6.589 1.153  0.24
O -0.637 -1.995 -4.631  -0.76
H -1.103 -1.295 -5.163  0.17
H -1.233 -2.800 -4.227  0.29
O 2.093 -3.053 -5.002  -0.47
H 1.290 -2.845 -5.287  0.21
H 2.573 -3.126 -5.791  0.22
O -0.217 7.150 2.203  -0.61
H 0.069 6.626 3.048  0.34
H 0.562 7.521 1.742  0.31
O 0.253 -4.887 -5.051  -0.64
H -0.586 -4.690 -4.674  0.30
H 0.801 -5.651 -4.648  0.37
O -2.983 5.737 4.359  -0.62
H -2.874 5.013 3.926  0.34
H -2.092 5.924 4.816  0.36
O -2.365 -1.338 1.561  -0.59
H -1.655 -1.710 1.972  0.24
H -2.839 -0.913 2.215  0.30
O 3.077 4.202 0.798  -0.59
H 2.587 3.952 1.427  0.24
H 3.856 3.662 0.698  0.32
O -4.263 3.129 0.531  -0.79
H -3.586 3.450 -0.157  0.43
H -4.850 3.793 0.744  0.23
O 0.029 5.850 4.903  -0.67
H 0.038 4.977 4.859  0.38
H 0.641 5.853 5.703  0.33

---

Per-record LUMO, eV: -0.1114; 0.4205; -2.6995